# 1
A 14-piece molecular cluster, C51H74N11O3S2 overall at a distorted geometry. Source: the Open Molecules 2025 dataset; level of theory: the ωB97M-V functional and the def2-TZVPD basis.

Last column: Mulliken charge in e.
Geometry (Å):
1 S -5.642 1.623 0.985  0.606
2 S 1.761 -1.307 -5.454  0.377
3 O -6.454 2.522 1.869  -0.735
4 O 0.555 -0.163 1.833  0.297
5 O 1.703 -2.784 -5.843  -0.636
6 N 3.150 -1.398 1.823  1.832
7 N 4.891 2.251 0.108  0.308
8 N 1.257 -0.645 4.675  0.873
9 N 2.021 2.504 2.160  2.167
10 N -0.773 1.924 3.914  1.419
11 N -1.162 4.648 -1.646  0.140
12 N -3.593 -1.808 -5.488  0.038
13 N 0.080 -2.946 2.513  1.204
14 N -7.006 -2.384 0.968  -0.011
15 N 3.241 2.383 -3.303  0.478
16 N 0.146 -6.453 -1.815  0.059
17 C -0.989 -3.325 3.310  -0.465
18 C -5.143 -1.480 -0.022  0.326
19 C -2.846 -2.398 -4.490  -1.070
20 C -2.494 2.312 5.316  -0.933
21 C 0.194 -5.351 -1.010  -0.987
22 C 4.811 1.172 -0.681  -0.687
23 C -7.372 -1.961 -0.295  -0.931
24 C 0.354 -5.055 3.163  -0.718
25 C -0.020 -0.669 -5.335  -0.348
26 C -0.796 -4.631 3.699  -0.839
27 C -4.142 -0.626 -5.055  -1.119
28 C 2.096 -1.948 6.392  -1.031
29 C 0.080 -4.277 -1.877  1.060
30 C 3.563 -2.177 0.770  -0.981
31 C -0.146 0.245 0.697  2.791
32 C 0.897 -4.012 2.421  -0.855
33 C -6.220 -1.350 -0.866  -0.439
34 C 3.162 2.368 2.889  -1.520
35 C 3.807 2.495 -4.507  -0.308
36 C 2.105 -1.196 -3.668  0.085
37 C -1.752 4.642 -2.915  -0.869
38 C 5.635 1.464 -1.751  -1.119
39 C 0.084 -4.750 -3.199  -1.031
40 C 4.886 -2.419 0.955  -0.779
41 C 5.299 -1.876 2.136  -1.204
42 C 2.022 3.708 1.590  -0.374
43 C 5.644 3.237 -0.408  -0.574
44 C -3.958 1.639 1.658  -0.464
45 C 0.161 -6.087 -3.126  -0.813
46 C 1.931 -0.657 6.757  -0.803
47 C 3.706 3.606 2.995  -0.088
48 C 6.134 2.742 -1.615  -0.403
49 C 0.811 0.448 -0.499  -0.212
50 C -5.332 2.681 -0.498  -0.646
51 C 1.588 3.134 -4.659  -0.218
52 C -1.614 3.409 5.322  -0.712
53 C 4.190 -1.189 2.688  -0.356
54 C -1.179 -0.855 0.371  -1.457
55 C 1.384 0.125 5.772  -0.494
56 C -2.240 3.398 -3.194  -1.202
57 C -2.942 -1.605 -3.365  -0.074
58 C 2.744 2.932 -5.384  -1.093
59 C -1.397 3.419 -1.181  -1.190
60 C -5.653 -2.056 1.147  -0.997
61 C -0.532 3.178 4.465  -0.606
62 C -1.921 1.418 4.444  -0.664
63 C -2.005 2.595 -2.126  1.226
64 C 2.934 4.434 2.305  -1.134
65 C 1.746 -1.834 5.055  -0.206
66 C -3.870 -0.560 -3.751  -0.413
67 C 1.929 2.789 -3.385  -0.739
68 H -1.831 -0.943 1.240  0.407
69 H -3.687 -2.131 -6.440  0.220
70 H -0.101 0.319 -4.881  0.219
71 H 2.812 -2.163 -0.006  0.736
72 H -3.277 1.208 0.924  -0.250
73 H 3.184 5.485 2.290  0.395
74 H 1.295 3.933 0.824  0.324
75 H -2.459 -1.708 -2.405  0.590
76 H 2.394 -2.837 6.928  0.462
77 H 1.242 2.855 -2.554  0.491
78 H 1.465 1.307 -0.345  -0.119
79 H 6.299 -1.951 2.539  0.405
80 H -0.498 -1.385 -4.666  -0.239
81 H -0.171 1.426 3.275  -0.749
82 H -1.701 -2.552 3.561  0.408
83 H 5.521 -2.850 0.195  0.423
84 H 0.215 -2.014 2.148  -0.176
85 H 3.063 -1.663 -3.440  0.485
86 H -1.658 5.510 -3.552  0.409
87 H -3.631 2.648 1.906  0.479
88 H 0.230 -7.393 -1.455  0.203
89 H 5.855 0.827 -2.595  0.517
90 H -4.125 -1.151 -0.167  0.571
91 H -2.727 3.110 -4.115  0.480
92 H 0.180 -5.565 0.048  0.462
93 H -1.811 4.363 5.790  0.402
94 H 2.230 -0.372 7.754  0.397
95 H 0.636 3.487 -5.027  0.558
96 H -2.219 1.543 -2.018  0.404
97 H -4.555 3.419 -0.301  0.188
98 H 2.241 -0.958 1.819  -0.557
99 H 0.829 -0.384 3.798  -0.109
100 H -3.474 2.202 5.758  0.444
101 H 4.392 2.327 0.982  0.423
102 H -2.185 0.423 4.118  0.665
103 H 6.795 3.256 -2.297  0.431
104 H 0.825 -6.025 3.206  0.491
105 H 0.352 3.738 4.196  0.310
106 H -2.302 -3.330 -4.514  0.551
107 H -3.793 0.983 2.513  0.281
108 H 4.832 2.175 -4.620  0.397
109 H 1.357 -1.743 -3.093  -0.358
110 H 2.085 -0.166 -3.313  -0.033
111 H 0.015 -3.235 -1.598  0.153
112 H -1.389 -5.229 4.375  0.405
113 H -0.850 -1.866 0.130  -0.028
114 H -0.381 -0.834 -6.350  0.447
115 H 3.726 2.040 -2.486  0.155
116 H 1.462 -0.381 -0.778  -0.873
117 H 0.265 -6.900 -3.830  0.419
118 H -5.169 -2.376 2.059  0.502
119 H 1.065 1.157 5.778  0.393
120 H -6.270 -0.843 -1.818  0.454
121 H -5.111 2.090 -1.387  -0.004
122 H 5.797 4.215 0.023  0.431
123 H 1.852 -3.928 1.925  0.565
124 H 4.512 3.823 3.680  0.490
125 H -1.744 -0.465 -0.475  -0.402
126 H 4.093 -0.526 3.535  0.396
127 H 0.305 0.808 -1.394  0.428
128 H -6.294 3.179 -0.610  0.503
129 H -0.684 1.173 0.889  -0.749
130 H -0.650 5.359 -1.142  0.228
131 H -8.359 -2.232 -0.638  0.399
132 H -4.676 0.090 -5.662  0.405
133 H 0.084 -4.163 -4.105  0.458
134 H -1.029 3.137 -0.205  0.373
135 H -4.153 0.246 -3.091  0.905
136 H 1.797 -2.620 4.316  0.387
137 H 1.403 1.719 2.014  -0.930
138 H 4.123 0.407 -0.352  0.720
139 H 3.478 1.462 3.384  0.016
140 H 2.807 3.165 -6.436  0.379
141 H -7.661 -2.944 1.494  0.200

Values from the calculation:
* total charge: -1



# 2
A 2-piece molecular cluster, C3H12NOS2 overall at a distorted geometry. Source: the Open Molecules 2025 dataset; level of theory: the ωB97M-V functional and the def2-TZVPD basis.

Last column: natural (NBO) charge in e.
Geometry (Å):
1 S -2.073 -0.129 0.943  -0.135
2 S -1.221 -0.280 -0.935  0.104
3 O 0.657 2.847 -0.384  -0.961
4 N 1.200 0.531 0.782  -0.735
5 C 1.556 -0.503 -0.282  -0.052
6 C 2.651 -1.377 0.292  -0.642
7 C 0.281 -1.304 -0.558  -0.542
8 H 3.561 -0.794 0.453  0.231
9 H 0.857 1.444 0.338  0.479
10 H 0.016 -1.833 0.357  0.232
11 H 0.429 -2.009 -1.371  0.261
12 H -2.542 -1.370 1.141  0.155
13 H -0.162 2.984 -0.870  0.515
14 H 1.991 0.640 1.406  0.430
15 H 1.327 3.490 -0.628  0.514
16 H 0.376 0.222 1.310  0.439
17 H 2.397 -1.815 1.260  0.227
18 H 1.857 0.030 -1.181  0.228
19 H 2.844 -2.219 -0.372  0.253

Values from the calculation:
* total charge: +1



# 3
An isolated molecule of C4H7P3 at a distorted geometry. Source: the Open Molecules 2025 dataset; level of theory: the ωB97M-V functional and the def2-TZVPD basis.

Last column: natural (NBO) charge in e.
Geometry (Å):
1 P 1.501 1.457 -0.182  0.710
2 P -0.223 0.145 -2.314  0.738
3 P 1.110 -1.414 -0.251  0.689
4 C 1.075 2.153 1.308  -0.835
5 C 0.640 -1.995 1.249  -0.848
6 C 0.108 0.290 -0.486  -1.165
7 C -1.868 -0.080 -2.319  -0.864
8 H -2.551 -0.491 -3.112  0.242
9 H 0.041 -1.608 2.162  0.235
10 H 0.213 1.702 1.793  0.210
11 H -2.302 -0.051 -1.303  0.211
12 H -0.633 0.258 0.300  0.249
13 H 1.019 -2.959 1.377  0.215
14 H 1.871 2.592 1.779  0.213

Values from the calculation:
* SMILES: C=PC(P=C)P=C
* total charge: 0



| no. | frontier orbital gap (eV) |
| --- | --- |
| 1 | 7.4 |
| 2 | 10.1 |
| 3 | 8.4 |